{
  "formula": "C13H16N2O2S",
  "method": "ωB97M-V with the def2-TZVPD basis set",
  "relative_energy_kcal_mol": 120.9,
  "smiles": "O=[N+]([O-])c1ccccc1/C=C/CN1CCSCC1",
  "largest_force_ev_per_a": 1.5,
  "homo_ev": -8.1,
  "orbital_gap_ev": 7.795,
  "species": ["O", "N", "O", "C", "C", "C", "C", "C", "C", "C", "C", "C", "N", "C", "C", "H", "H", "S", "C", "C", "H", "H", "H", "H", "H", "H", "H", "H", "H", "H", "H", "H", "H", "H"],
  "xyz": [[3.715, -0.292, 1.226], [2.506, -0.201, 1.231], [1.891, 0.829, 1.044], [1.756, -1.392, 1.532], [2.268, -2.226, 2.519], [1.542, -3.325, 2.934], [0.303, -3.580, 2.364], [-0.193, -2.762, 1.368], [0.530, -1.659, 0.911], [0.028, -0.872, -0.209], [0.757, -0.513, -1.261], [0.212, 0.309, -2.387], [-0.925, 1.089, -1.957], [-0.582, 2.173, -1.053], [-1.737, 2.425, -0.084], [-1.654, 1.795, 0.800], [-1.777, 3.470, 0.226], [-3.335, 1.986, -0.849], [-2.877, 2.447, -2.543], [-1.763, 1.535, -3.051], [-1.185, 2.077, -3.825], [-2.200, 0.644, -3.512], [-3.773, 2.356, -3.153], [-2.571, 3.494, -2.520], [-0.340, 3.094, -1.609], [0.299, 1.892, -0.473], [-0.116, -0.362, -3.190], [1.020, 0.940, -2.801], [1.793, -0.812, -1.356], [-1.019, -0.607, -0.185], [-1.147, -2.978, 0.912], [-0.277, -4.428, 2.697], [1.932, -3.970, 3.705], [3.223, -1.985, 2.961]],
  "nbo_charge": [-0.37, 0.52, -0.38, 0.09, -0.20, -0.22, -0.18, -0.19, -0.04, -0.23, -0.14, -0.25, -0.45, -0.26, -0.52, 0.22, 0.21, 0.19, -0.54, -0.22, 0.16, 0.20, 0.24, 0.21, 0.17, 0.24, 0.22, 0.18, 0.20, 0.24, 0.22, 0.22, 0.22, 0.24]
}